[1]
Computed, not measured: a molecular structure, C11H7InN2O6 at a distorted geometry, with wB97M-V/def2-TZVPD.

Atoms and positions in Å:
O: 0.20 5.38 -5.99
C: 0.31 4.49 -5.33
In: 0.52 0.75 -2.02
O: -0.05 3.11 0.50
C: 0.22 2.68 -0.54
C: 0.36 -2.02 -2.53
O: 0.13 -3.16 -2.39
C: 3.02 1.30 -2.12
O: 4.12 1.59 -2.07
C: -1.99 0.79 -1.85
O: -3.07 0.73 -1.41
H: 0.63 1.12 -3.74
N: -1.97 -1.36 3.93
C: -1.93 -0.60 2.77
O: -2.78 0.12 2.28
C: -0.60 -0.86 2.04
C: 0.40 -1.78 2.29
C: 1.44 -1.96 1.37
C: 1.42 -1.27 0.19
N: 0.52 -0.30 0.01
C: -0.52 -0.12 0.83
H: -2.83 -1.11 4.52
H: -1.18 -1.75 4.44
H: 0.33 -2.38 3.18
H: 2.25 -2.66 1.60
H: 2.23 -1.42 -0.56
H: -1.21 0.71 0.61

Calculated values
ΔE to the lowest compared entry with this formula, charge and spin = 7.46 kcal/mol
E_HOMO = -16.50 eV
total charge = +2

[2]
Computed, not measured: a molecular structure, C11H7NO3S6SeZr at a distorted geometry, with wB97M-V/def2-TZVPD.

Atoms and positions in Å:
Zr: 2.56 -1.56 -0.52
S: 2.21 4.81 1.47
C: 2.43 3.21 1.35
S: 1.21 2.02 1.73
C: 2.18 0.60 1.41
C: 3.44 0.82 0.95
S: 4.56 -0.44 0.46
S: 3.93 2.49 0.82
S: 1.49 -0.99 1.64
Se: 2.54 -4.09 0.69
C: 3.48 -3.68 -0.75
N: 3.91 -3.02 -1.62
C: -4.29 0.73 1.14
C: -3.09 0.35 0.33
C: -2.45 -0.87 0.55
C: -1.33 -1.22 -0.18
C: -0.84 -0.33 -1.13
C: -1.47 0.87 -1.39
C: -2.59 1.21 -0.64
S: 0.60 -0.75 -2.06
O: 1.76 0.02 -1.44
O: 0.43 -0.51 -3.45
O: 0.98 -2.15 -1.67
H: -4.76 -0.14 1.59
H: -5.03 1.25 0.53
H: -4.00 1.41 1.95
H: -2.83 -1.55 1.29
H: -0.86 -2.18 -0.05
H: -1.09 1.54 -2.15
H: -3.09 2.15 -0.83

Calculated values
ΔE to the lowest compared entry with this formula, charge and spin = 19.13 kcal/mol
E_HOMO = -7.91 eV